Record 1
The following is a quantum chemistry calculation of a structure of composition C61H45LiN4OP2S2Se, from the OMol25 dataset.

The calculation puts the total energy at -177795.110 eV. The value obtained for the LUMO energy is -0.30 eV. The frontier orbital gap is 5.610 eV.

Geometry as ORCA input:
```
! RIJCOSX wB97M-V def2-TZVPD def2/J DEFGRID3
* xyz 0 1
Li 0.933 0.743 -1.829
O -0.212 -0.732 -1.564
S -1.321 -0.434 -0.589
C -1.624 -1.979 0.244
C -2.866 -2.061 0.835
C -3.329 -3.201 1.506
C -2.507 -4.290 1.508
C -2.735 -5.672 2.063
C -1.455 -6.459 1.695
C -0.559 -5.439 1.045
C 0.712 -5.546 0.578
C 1.328 -4.371 0.106
C 0.727 -3.124 0.022
P 2.079 -1.950 -0.465
C 2.547 -2.476 -2.002
C 3.652 -1.606 -2.549
C 3.808 -1.722 -4.036
C 2.974 -2.439 -4.800
C 1.864 -3.183 -4.236
C 1.677 -3.176 -2.896
C 3.276 -2.196 0.906
C 4.584 -1.737 0.755
C 5.514 -1.888 1.775
C 5.147 -2.468 2.978
C 3.838 -2.893 3.156
C 2.914 -2.759 2.133
C -0.666 -3.028 0.357
C -1.222 -4.198 0.937
C -2.831 -0.289 -1.526
C -3.355 -1.400 -2.149
C -4.641 -1.407 -2.726
C -5.408 -0.280 -2.589
C -6.822 0.025 -3.019
C -7.082 1.480 -2.541
C -5.772 1.930 -1.943
C -5.360 3.127 -1.431
C -4.007 3.259 -1.043
C -3.088 2.231 -1.084
P -1.281 2.577 -1.024
C -0.944 3.002 0.712
C 0.163 3.801 1.010
C 0.456 4.120 2.327
C -0.322 3.620 3.363
C -1.396 2.792 3.075
C -1.712 2.493 1.756
C -1.195 4.185 -1.876
C -1.364 5.422 -1.257
C -1.299 6.591 -1.999
C -1.065 6.537 -3.365
C -0.889 5.311 -3.988
C -0.945 4.142 -3.245
C -3.543 0.942 -1.495
C -4.858 0.861 -1.978
H -3.534 -1.212 0.744
H -4.314 -3.213 1.953
H -3.632 -6.122 1.635
H -2.889 -5.632 3.143
H -1.670 -7.277 1.005
H -0.978 -6.901 2.570
H 1.271 -6.472 0.602
H 2.368 -4.451 -0.180
H 4.619 -1.853 -2.089
H 4.638 -1.193 -4.493
H 3.137 -2.472 -5.871
H 1.196 -3.728 -4.887
H 0.832 -3.709 -2.476
H 4.894 -1.229 -0.146
H 6.524 -1.528 1.626
H 5.870 -2.573 3.776
H 3.529 -3.325 4.100
H 1.896 -3.075 2.306
H -2.769 -2.312 -2.154
H -5.008 -2.298 -3.218
H -7.528 -0.682 -2.580
H -6.919 -0.063 -4.102
H -7.881 1.520 -1.799
H -7.383 2.129 -3.365
H -6.019 3.985 -1.373
H -3.662 4.244 -0.753
H 0.793 4.201 0.222
H 1.299 4.770 2.534
H -0.089 3.867 4.391
H -2.001 2.387 3.877
H -2.573 1.870 1.540
H -1.533 5.479 -0.188
H -1.417 7.547 -1.504
H -1.002 7.451 -3.942
H -0.683 5.264 -5.049
H -0.763 3.189 -3.726
N 2.093 1.360 2.435
C 1.819 0.955 3.745
C 2.450 1.559 4.822
C 2.170 1.136 6.115
C 1.291 0.087 6.331
C 0.683 -0.535 5.248
C 0.924 -0.087 3.960
S 0.043 -0.759 2.587
N 1.105 -0.450 1.291
C 1.935 0.532 1.362
C 2.848 0.677 0.216
C 3.893 1.527 0.198
C 4.787 1.509 -0.939
C 4.538 0.717 -1.981
C 3.321 -0.138 -2.097
N 2.526 -0.177 -0.837
H 2.710 2.143 2.318
H 3.152 2.365 4.646
H 2.653 1.624 6.952
H 1.081 -0.253 7.336
H -0.001 -1.361 5.405
H 4.096 2.218 1.001
H 5.655 2.153 -0.926
H 5.210 0.695 -2.831
H 2.706 0.287 -2.905
Se 3.156 4.926 -1.257
C 2.303 3.435 -1.800
N 1.713 2.483 -2.121
*
```

=====

Record 2
The following is a quantum chemistry calculation of a structure of composition C61H49N3O2P2SY, from the OMol25 dataset.

The calculation puts the total energy at -103055.024 eV. The value obtained for the LUMO energy is -7.62 eV. The frontier orbital gap is 6.835 eV.

Geometry as ORCA input:
```
! RIJCOSX wB97M-V def2-TZVPD def2/J DEFGRID3
* xyz 3 1
Y -0.227 0.138 -0.184
O 1.700 -0.150 -1.066
S 1.385 0.312 -2.558
C 1.931 -1.000 -3.627
C 2.622 -0.623 -4.766
C 3.163 -1.540 -5.679
C 3.033 -2.870 -5.392
C 3.565 -4.081 -6.108
C 3.023 -5.285 -5.303
C 2.196 -4.675 -4.205
C 1.441 -5.270 -3.232
C 0.694 -4.427 -2.398
C 0.721 -3.039 -2.462
P -0.555 -2.243 -1.487
C -2.215 -2.368 -2.148
C -2.998 -1.228 -1.970
C -4.334 -1.208 -2.342
C -4.886 -2.343 -2.918
C -4.111 -3.481 -3.118
C -2.781 -3.501 -2.731
C -0.537 -2.949 0.179
C -1.728 -3.276 0.836
C -1.705 -3.608 2.185
C -0.509 -3.584 2.892
C 0.675 -3.244 2.248
C 0.667 -2.926 0.897
C 1.596 -2.386 -3.395
C 2.256 -3.264 -4.280
C 2.441 1.691 -2.761
C 3.799 1.446 -2.927
C 4.725 2.454 -3.205
C 4.246 3.734 -3.343
C 4.958 5.014 -3.685
C 3.852 6.095 -3.691
C 2.615 5.380 -3.218
C 1.365 5.851 -2.919
C 0.431 4.931 -2.420
C 0.674 3.571 -2.280
P -0.581 2.676 -1.349
C -0.640 3.291 0.353
C -1.709 2.857 1.149
C -1.723 3.118 2.511
C -0.660 3.794 3.096
C 0.406 4.225 2.313
C 0.425 3.973 0.946
C -2.196 2.940 -2.105
C -2.526 2.133 -3.195
C -3.725 2.325 -3.864
C -4.602 3.316 -3.439
C -4.279 4.119 -2.353
C -3.076 3.938 -1.687
C 1.934 3.036 -2.702
C 2.885 4.001 -3.085
H 2.773 0.426 -4.972
H 3.694 -1.181 -6.551
H 4.655 -4.059 -6.130
H 3.232 -4.092 -7.146
H 3.826 -5.893 -4.885
H 2.414 -5.950 -5.915
H 1.378 -6.344 -3.123
H 0.043 -4.894 -1.665
H -2.570 -0.306 -1.566
H -4.928 -0.313 -2.201
H -5.925 -2.344 -3.221
H -4.552 -4.357 -3.577
H -2.185 -4.392 -2.888
H -2.663 -3.312 0.289
H -2.621 -3.911 2.679
H -0.496 -3.852 3.942
H 1.610 -3.248 2.794
H 1.600 -2.693 0.393
H 4.152 0.423 -2.872
H 5.772 2.211 -3.333
H 5.481 4.934 -4.638
H 5.720 5.223 -2.931
H 3.686 6.500 -4.691
H 4.093 6.942 -3.049
H 1.100 6.897 -3.012
H -0.535 5.315 -2.106
H -2.568 2.365 0.696
H -2.560 2.804 3.124
H -0.675 3.986 4.163
H 1.224 4.771 2.767
H 1.251 4.324 0.340
H -1.842 1.365 -3.541
H -3.973 1.707 -4.718
H -5.538 3.467 -3.962
H -4.960 4.895 -2.030
H -2.827 4.577 -0.847
C -2.731 5.609 6.039
C -2.470 4.149 6.306
C -3.364 3.167 5.893
C -3.157 1.823 6.187
C -2.024 1.440 6.888
N -1.803 0.079 7.276
C -2.082 -1.037 6.542
O -2.362 -2.113 7.003
N -2.070 -0.875 5.124
C -1.074 -0.310 4.365
C 0.059 0.327 4.883
C 1.005 0.851 4.022
C 0.825 0.731 2.659
N -0.248 0.103 2.153
C -1.171 -0.401 2.975
C -1.110 2.406 7.296
C -1.339 3.744 7.014
H -3.700 5.756 5.563
H -1.968 6.049 5.391
H -2.726 6.177 6.969
H -4.273 3.458 5.375
H -3.905 1.090 5.914
H -1.771 -0.112 8.268
H -2.557 -1.649 4.696
H 0.208 0.389 5.952
H 1.888 1.339 4.413
H 1.554 1.132 1.959
H -2.016 -0.908 2.521
H -0.236 2.112 7.866
H -0.637 4.487 7.376
*
```

=====

Record 3
The following is a quantum chemistry calculation of a cluster of 8 separate species, C61H63N8O18 in total, from the OMol25 dataset.

The calculation puts the total energy at -113011.131 eV. The value obtained for the LUMO energy is -4.22 eV. The frontier orbital gap is 5.933 eV.

Geometry as ORCA input:
```
! RIJCOSX wB97M-V def2-TZVPD def2/J DEFGRID3
* xyz 1 1
C -0.591 -2.397 2.363
C -1.402 -1.227 1.930
C -1.610 0.007 2.989
O -0.599 0.216 3.874
O -2.792 0.874 3.110
C -3.165 1.489 1.820
C -2.448 2.967 1.575
C -2.534 3.500 0.026
C -1.276 3.062 -0.931
C 0.205 3.203 -0.240
C 1.341 2.694 -1.343
C 1.537 1.067 -1.194
C 0.502 -0.036 -1.867
N 0.736 -1.531 -1.713
C 1.960 -2.057 -0.942
C 3.072 -1.086 -0.226
C 4.385 -1.652 0.578
C 4.003 -1.872 2.159
C 4.958 -0.976 3.184
O 4.989 0.449 2.793
C 5.266 1.185 4.046
C 4.323 2.446 4.590
O 6.353 0.868 4.789
C 2.847 0.535 -0.333
H -1.162 -3.311 2.825
H 0.583 -2.306 2.258
H -1.953 -1.129 0.878
H -4.336 1.709 1.896
H -3.011 0.799 0.886
H -1.378 2.972 2.046
H -3.092 3.734 2.224
H -2.751 4.673 0.028
H -3.510 3.016 -0.461
H -1.266 3.783 -1.882
H -1.379 1.974 -1.357
H 0.443 4.270 0.190
H 0.246 2.391 0.634
H 1.053 2.929 -2.453
H 2.371 3.208 -1.063
H -0.429 0.324 -2.478
H 0.058 -2.216 -2.121
H 2.085 -3.231 -0.867
H 4.730 -2.654 0.038
H 5.244 -0.832 0.460
H 2.886 -1.541 2.320
H 4.192 -3.017 2.430
H 4.479 -1.035 4.260
H 6.064 -1.411 3.230
H 4.563 3.454 4.023
H 3.175 2.186 4.518
H 4.617 2.577 5.738
H 3.597 1.282 0.181
C -5.905 -6.106 2.007
C -5.745 -4.792 2.448
C -5.046 -3.871 1.666
C -4.513 -4.278 0.435
C -4.665 -5.599 -0.007
C -5.364 -6.511 0.786
N -3.799 -3.308 -0.404
O -3.668 -2.154 0.030
O -3.371 -3.697 -1.500
H -6.456 -6.819 2.618
H -6.169 -4.484 3.402
H -4.930 -2.850 2.024
H -4.252 -5.929 -0.958
H -5.490 -7.538 0.450
C 0.093 3.782 -7.691
C 0.226 2.402 -7.848
C -0.235 1.537 -6.854
C -0.835 2.068 -5.703
C -0.963 3.454 -5.540
C -0.495 4.309 -6.540
N -1.345 1.163 -4.666
O -1.197 -0.056 -4.839
O -1.899 1.669 -3.680
H 0.449 4.452 -8.472
H 0.687 1.999 -8.747
H -0.125 0.464 -6.991
H -1.422 3.879 -4.650
H -0.592 5.386 -6.424
C 6.087 7.773 0.061
C 6.103 6.755 -0.894
C 4.905 6.280 -1.430
C 3.691 6.836 -1.004
C 3.671 7.853 -0.040
C 4.876 8.318 0.491
N 2.430 6.358 -1.583
O 2.488 5.445 -2.419
O 1.380 6.898 -1.205
H 7.024 8.145 0.472
H 7.051 6.335 -1.223
H 4.935 5.486 -2.174
H 2.736 8.290 0.304
H 4.871 9.109 1.238
C -3.438 -4.017 9.029
C -3.580 -2.836 8.300
C -4.402 -2.804 7.171
C -5.083 -3.966 6.783
C -4.937 -5.155 7.508
C -4.110 -5.176 8.634
N -5.968 -3.932 5.612
O -6.056 -2.865 4.986
O -6.579 -4.970 5.320
H -2.801 -4.036 9.912
H -3.052 -1.938 8.614
H -4.502 -1.875 6.614
H -5.456 -6.065 7.215
H -3.992 -6.093 9.205
C 6.593 1.829 -5.792
C 6.451 3.011 -6.521
C 5.629 3.043 -7.650
C 4.948 1.881 -8.039
C 5.095 0.691 -7.313
C 5.921 0.671 -6.188
N 4.063 1.915 -9.209
O 3.975 2.981 -9.836
O 3.452 0.877 -9.501
H 7.230 1.811 -4.910
H 6.979 3.909 -6.208
H 5.529 3.972 -8.207
H 4.575 -0.219 -7.606
H 6.039 -0.247 -5.616
C 5.284 -7.221 -2.725
C 5.598 -6.140 -1.900
C 5.725 -4.860 -2.443
C 5.531 -4.672 -3.818
C 5.224 -5.757 -4.650
C 5.102 -7.033 -4.097
N 5.638 -3.325 -4.390
O 5.930 -2.394 -3.625
O 5.427 -3.194 -5.604
H 5.181 -8.217 -2.297
H 5.740 -6.295 -0.833
H 5.970 -4.028 -1.786
H 5.075 -5.627 -5.720
H 4.861 -7.882 -4.733
C -8.641 -0.378 3.463
C -8.910 0.980 3.639
C -9.399 1.443 4.862
C -9.610 0.535 5.909
C -9.347 -0.831 5.732
C -8.862 -1.283 4.503
N -10.099 1.019 7.205
O -10.337 2.231 7.316
O -10.241 0.190 8.115
H -8.255 -0.734 2.509
H -8.737 1.678 2.824
H -9.604 2.505 4.984
H -9.512 -1.548 6.533
H -8.652 -2.340 4.357
*
```

=====

Calculated maximum force (Eh/bohr), listed in the same order as above: 0.0137 0.0117 0.1732